1.
Below is a molecular structure, C40H51F6N6O4P2RbS2, with properties calculated with ωB97M-V with the def2-TZVPD basis set.

Cartesian coordinates (Å):
Rb1 1.439 0.686 -0.262
C1 -0.172 -3.526 1.171
P1 1.374 -2.655 0.677
C2 2.451 -3.140 2.082
C3 2.003 -3.830 -0.612
C4 3.467 -3.513 -0.985
P2 3.757 -1.682 -0.994
C5 5.489 -1.618 -1.594
C6 2.883 -1.252 -2.556
H1 -0.872 -3.528 0.331
H2 -0.646 -2.958 1.975
H3 0.007 -4.556 1.497
H4 2.634 -4.219 2.079
H5 1.951 -2.865 3.012
H6 3.392 -2.587 2.057
H7 1.356 -3.692 -1.483
H8 1.889 -4.863 -0.266
H9 3.744 -3.955 -1.950
H10 4.137 -3.928 -0.227
H11 5.671 -2.322 -2.412
H12 6.162 -1.819 -0.760
H13 5.690 -0.603 -1.939
H14 3.319 -1.771 -3.417
H15 2.954 -0.169 -2.707
H16 1.823 -1.505 -2.491
C7 5.322 1.624 -0.014
C8 4.955 0.800 1.187
C9 5.760 -0.075 1.902
C10 4.949 -0.557 2.974
C11 3.719 0.067 2.821
C12 2.494 -0.070 3.674
N1 3.712 0.890 1.737
H17 6.238 1.244 -0.478
H18 5.499 2.673 0.245
H19 4.533 1.627 -0.774
H20 6.793 -0.326 1.685
H21 5.224 -1.258 3.754
H22 2.670 -0.768 4.498
H23 1.627 -0.435 3.108
H24 2.191 0.887 4.109
O1 -0.320 -2.316 -2.916
C13 -0.446 -3.026 -3.882
C14 0.540 -4.100 -4.258
C15 -0.139 -5.455 -3.919
C16 -1.241 -5.388 -2.836
C17 -2.639 -4.955 -3.323
C18 -2.765 -3.479 -3.709
N2 -1.655 -3.084 -4.588
H25 1.451 -3.954 -3.683
H26 0.794 -4.041 -5.319
H27 0.635 -6.144 -3.580
H28 -0.567 -5.896 -4.825
H29 -0.914 -4.734 -2.022
H30 -1.338 -6.385 -2.401
H31 -3.372 -5.183 -2.544
H32 -2.906 -5.570 -4.192
H33 -2.721 -2.835 -2.832
H34 -3.713 -3.289 -4.213
H35 -1.588 -3.708 -5.383
C19 -2.789 3.246 -2.461
C20 -2.076 2.064 -2.292
N3 -2.011 1.414 -1.132
C21 -2.697 1.914 -0.105
C22 -3.463 3.073 -0.177
C23 -3.485 3.762 -1.383
C24 -4.106 3.536 1.068
C25 -5.289 4.111 1.279
C26 -6.406 4.379 0.357
C27 -7.484 5.136 0.816
C28 -8.537 5.348 -0.048
N4 -8.564 4.851 -1.285
C29 -7.495 4.131 -1.622
N5 -6.427 3.871 -0.878
H36 -2.762 3.761 -3.412
H37 -1.499 1.647 -3.108
H38 -2.612 1.378 0.837
H39 -4.026 4.696 -1.466
H40 -3.510 3.362 1.961
H41 -5.508 4.389 2.305
H42 -7.490 5.543 1.818
H43 -9.396 5.935 0.259
H44 -7.495 3.710 -2.621
C30 0.939 3.970 -1.459
C31 1.921 3.343 -2.491
O2 2.188 2.054 -2.306
C32 1.291 3.584 -3.913
F1 0.384 2.628 -4.191
F2 2.192 3.555 -4.915
F3 0.627 4.764 -4.046
C33 3.225 4.196 -2.430
F4 3.048 5.477 -2.864
F5 4.230 3.688 -3.154
F6 3.667 4.290 -1.164
H45 -0.036 3.496 -1.564
H46 0.821 5.046 -1.591
H47 1.311 3.788 -0.450
O3 -4.096 1.471 6.614
S1 -2.857 1.855 5.980
O4 -2.419 3.212 6.179
N6 -2.863 1.461 4.404
C34 -2.009 0.492 4.119
S2 -1.809 -0.217 2.607
C35 -1.215 0.034 5.322
C36 -0.228 -0.933 5.392
C37 0.370 -1.177 6.622
C38 -0.017 -0.472 7.761
C39 -1.011 0.497 7.689
C40 -1.583 0.727 6.454
H48 0.067 -1.459 4.493
H49 1.159 -1.916 6.695
H50 0.466 -0.675 8.709
H51 -1.319 1.057 8.563

E_LUMO ... 3.265 eV
Electronic energy ... -116650.3580 eV
Total charge ... -2
Highest occupied orbital energy ... -1.37 eV
HOMO-LUMO gap ... 4.63 eV
Relative energy (zero: lowest compared OMol25 entry of this formula, charge and spin) ... 29.70 kcal per mole

***

2.
Below is a molecular structure, C40H51KN5O5S2, with properties calculated with ωB97M-V with the def2-TZVPD basis set.

Cartesian coordinates (Å):
K1 0.476 -0.318 -0.122
C1 -0.238 -4.325 2.883
C2 0.049 -4.559 1.431
C3 0.692 -5.729 1.059
C4 1.029 -5.986 -0.258
C5 0.684 -5.056 -1.226
C6 0.015 -3.891 -0.898
C7 -0.425 -2.958 -1.985
C8 -0.292 -3.598 0.452
N1 -0.785 -2.352 0.744
C9 -1.872 -2.150 1.457
O1 -2.697 -2.987 1.862
C10 -2.144 -0.696 1.764
C11 -3.195 -0.377 2.620
C12 -3.455 0.954 2.891
C13 -2.645 1.922 2.326
C14 -1.598 1.516 1.499
N2 -1.374 0.239 1.220
C15 -0.676 2.576 0.941
O2 -0.421 3.544 1.680
N3 -0.253 2.349 -0.281
C16 0.338 3.337 -1.054
C17 -0.489 4.208 -1.788
C18 -1.979 4.102 -1.663
C19 0.073 5.140 -2.642
C20 1.445 5.240 -2.795
C21 2.261 4.366 -2.101
C22 1.727 3.418 -1.242
C23 2.638 2.474 -0.515
H1 0.025 -5.200 3.474
H2 -1.294 -4.107 3.023
H3 0.331 -3.472 3.250
H4 0.947 -6.453 1.824
H5 1.519 -6.912 -0.528
H6 0.913 -5.254 -2.268
H7 -0.330 -3.431 -2.961
H8 0.164 -2.038 -1.985
H9 -1.465 -2.683 -1.828
H10 -3.777 -1.180 3.046
H11 -4.279 1.236 3.535
H12 -2.797 2.976 2.504
H13 -2.308 3.100 -1.933
H14 -2.465 4.822 -2.317
H15 -2.291 4.288 -0.636
H16 -0.577 5.796 -3.207
H17 1.870 5.988 -3.452
H18 3.336 4.411 -2.227
H19 3.599 2.396 -1.025
H20 2.164 1.493 -0.462
H21 2.807 2.829 0.505
O3 -1.574 0.496 -1.794
H22 -1.195 1.272 -1.322
H23 -2.126 0.082 -1.128
C24 3.786 -3.750 3.007
C25 3.169 -3.208 1.725
C26 4.132 -3.414 0.557
N4 3.638 -2.850 -0.678
C27 3.584 -1.546 -0.977
S1 2.749 -1.018 -2.294
N5 4.280 -0.623 -0.195
C28 5.599 -0.499 0.127
O4 5.968 0.395 0.864
C29 6.560 -1.486 -0.452
C30 7.669 -1.832 0.319
C31 8.591 -2.748 -0.150
C32 8.417 -3.323 -1.399
C33 7.340 -2.952 -2.187
C34 6.416 -2.032 -1.724
H24 3.071 -3.700 3.824
H25 4.671 -3.173 3.277
H26 4.081 -4.790 2.877
H27 2.951 -2.144 1.828
H28 2.232 -3.723 1.512
H29 4.283 -4.483 0.388
H30 5.098 -2.964 0.800
H31 2.973 -3.412 -1.197
H32 3.701 0.146 0.145
H33 7.791 -1.372 1.288
H34 9.443 -3.012 0.459
H35 9.125 -4.056 -1.758
H36 7.217 -3.380 -3.171
H37 5.599 -1.729 -2.361
C35 5.305 0.549 4.436
C36 3.916 0.279 3.870
C37 3.302 1.527 3.268
S2 1.711 1.229 2.363
O5 1.985 0.000 1.577
C38 0.699 0.712 3.817
C39 0.494 -0.788 3.911
C40 -0.496 -1.136 5.019
H38 5.736 -0.371 4.826
H39 5.264 1.275 5.247
H40 5.952 0.935 3.653
H41 3.271 -0.111 4.658
H42 3.991 -0.477 3.086
H43 3.978 1.948 2.524
H44 3.078 2.288 4.011
H45 -0.256 1.209 3.652
H46 1.157 1.122 4.715
H47 1.447 -1.288 4.097
H48 0.118 -1.152 2.955
H49 -0.154 -0.748 5.978
H50 -0.615 -2.213 5.108
H51 -1.472 -0.710 4.798

E_LUMO ... 2.045 eV
Electronic energy ... -97996.8380 eV
Total charge ... -1
Highest occupied orbital energy ... -4.95 eV
HOMO-LUMO gap ... 7.00 eV
Relative energy (zero: lowest compared OMol25 entry of this formula, charge and spin) ... 0.00 kcal per mole

***

3.
Below is 5 unconnected molecules or ions with the total composition C40H52FIN7O10S4, with properties calculated with ωB97M-V with the def2-TZVPD basis set.

Cartesian coordinates (Å):
C1 6.289 -0.030 3.131
C2 5.663 0.336 1.782
C3 4.793 -0.793 1.215
C4 3.599 -1.154 2.114
N1 2.301 -0.506 1.802
C5 1.443 -1.332 0.925
C6 -0.048 -1.130 1.274
C7 -0.887 -0.535 0.126
C8 -2.259 -0.046 0.595
N2 -2.215 1.208 1.425
C9 -1.747 2.406 0.680
C10 -1.369 3.449 1.715
N3 -2.294 3.539 2.873
C11 -3.585 2.954 2.643
I1 -4.747 4.249 1.330
C12 -3.485 1.480 2.207
S1 -3.311 0.538 3.770
S2 -5.005 0.818 1.420
O1 -5.038 -0.583 1.532
O2 -6.119 1.445 1.993
F1 -4.953 1.215 -0.077
C13 2.420 0.802 1.364
S3 2.475 2.002 2.489
S4 2.468 1.164 -0.353
C14 3.115 2.856 -0.553
C15 2.080 3.972 -0.271
C16 2.569 5.015 0.755
H1 7.279 0.394 3.226
H2 6.363 -1.112 3.220
H3 5.666 0.280 3.963
H4 6.476 0.462 1.071
H5 5.131 1.279 1.849
H6 5.446 -1.659 1.205
H7 4.525 -0.625 0.178
H8 3.841 -0.868 3.134
H9 3.513 -2.229 2.127
H10 1.686 -2.362 1.148
H11 1.641 -1.203 -0.142
H12 -0.142 -0.589 2.216
H13 -0.475 -2.111 1.473
H14 -1.118 -1.364 -0.537
H15 -0.353 0.190 -0.482
H16 -2.899 0.052 -0.272
H17 -2.623 -0.832 1.244
H18 -1.503 1.041 2.149
H19 -0.873 2.211 0.074
H20 -2.518 2.754 0.001
H21 -1.179 4.408 1.248
H22 -0.405 3.137 2.108
H23 -2.472 4.528 2.991
H24 -4.106 2.947 3.590
H25 -3.345 -0.747 3.358
H26 3.413 2.960 -1.587
H27 3.977 2.983 0.090
H28 1.194 3.481 0.095
H29 1.790 4.498 -1.172
H30 3.651 5.039 0.799
H31 2.238 5.998 0.430
H32 2.167 4.811 1.737
C17 -2.005 -0.712 -5.133
C18 -2.676 0.328 -4.501
C19 -1.969 1.258 -3.756
C20 -0.593 1.132 -3.663
C21 0.087 0.100 -4.284
C22 -0.628 -0.826 -5.020
N4 0.166 2.114 -2.892
O3 -0.453 2.995 -2.311
O4 1.373 1.990 -2.853
H33 -2.557 -1.437 -5.716
H34 -3.750 0.414 -4.590
H35 -2.490 2.065 -3.263
H36 1.160 0.010 -4.197
H37 -0.115 -1.631 -5.511
C23 7.097 -7.257 -0.895
C24 6.352 -6.892 -2.009
C25 5.442 -5.853 -1.924
C26 5.293 -5.188 -0.720
C27 6.024 -5.543 0.400
C28 6.930 -6.585 0.308
N5 4.347 -4.071 -0.632
O5 3.701 -3.790 -1.623
O6 4.264 -3.478 0.429
H38 7.812 -8.066 -0.966
H39 6.484 -7.417 -2.944
H40 4.864 -5.569 -2.790
H41 5.897 -5.019 1.335
H42 7.510 -6.872 1.174
C29 -7.924 4.360 3.707
C30 -7.770 5.094 4.875
C31 -8.532 6.231 5.085
C32 -9.443 6.615 4.120
C33 -9.604 5.898 2.949
C34 -8.837 4.764 2.744
N6 -10.270 7.810 4.349
O7 -10.090 8.428 5.379
O8 -11.083 8.102 3.496
H43 -7.332 3.467 3.547
H44 -7.057 4.779 5.625
H45 -8.413 6.803 5.993
H46 -10.317 6.212 2.201
H47 -8.954 4.191 1.834
C35 2.725 -7.093 -4.676
C36 1.862 -6.977 -5.758
C37 0.906 -5.976 -5.777
C38 0.831 -5.100 -4.708
C39 1.679 -5.206 -3.621
C40 2.630 -6.211 -3.608
N7 -0.167 -4.026 -4.733
O9 -0.915 -3.963 -5.691
O10 -0.190 -3.250 -3.796
H48 3.474 -7.874 -4.666
H49 1.936 -7.666 -6.587
H50 0.234 -5.886 -6.617
H51 1.609 -4.519 -2.790
H52 3.300 -6.305 -2.765

E_LUMO ... -2.877 eV
Electronic energy ... -127369.1137 eV
Total charge ... +1
Highest occupied orbital energy ... -10.48 eV
HOMO-LUMO gap ... 7.60 eV

***

4.
Below is a molecular structure, C40H52Li2O20S, with properties calculated with ωB97M-V with the def2-TZVPD basis set.

Cartesian coordinates (Å):
Li1 -2.296 -1.791 -1.623
Li2 -1.035 -0.692 3.432
S1 -0.439 0.078 0.304
O1 -0.449 -0.089 1.737
O2 0.875 -0.471 -0.097
O3 -1.282 -0.924 -0.382
O4 -0.719 1.418 -0.036
C1 -2.611 -0.435 -4.631
O5 -2.095 -0.553 -3.242
H1 -3.638 -0.733 -4.928
H2 -1.973 -1.096 -5.099
H3 -2.440 0.538 -4.793
H4 -1.761 0.398 -2.978
C2 -3.746 -0.159 2.299
O6 -3.236 -0.682 3.516
H5 -3.257 0.190 1.676
H6 -4.508 0.655 2.525
H7 -4.282 -0.790 1.758
H8 -3.797 -1.324 3.990
C3 -4.236 0.388 -1.426
O7 -4.374 -1.004 -1.031
H9 -4.250 0.685 -2.416
H10 -3.134 0.804 -1.254
H11 -4.869 1.191 -0.804
H12 -5.249 -1.287 -1.099
C4 -0.828 1.650 4.590
O8 -0.587 0.362 4.977
H13 -1.867 1.656 4.531
H14 -0.438 1.940 3.608
H15 -0.266 2.272 5.318
H16 -0.490 0.320 5.803
C5 0.945 -3.111 -4.393
C6 1.520 -2.858 -5.636
C7 2.041 -1.553 -5.825
C8 2.063 -0.635 -4.787
C9 1.432 -0.963 -3.621
C10 0.940 -2.215 -3.362
O9 0.378 -2.630 -2.260
O10 2.698 -1.124 -7.006
H17 0.724 -4.232 -4.453
H18 1.392 -3.536 -6.475
H19 2.482 0.338 -4.984
H20 1.423 -0.074 -2.970
H21 0.364 -1.969 -1.628
H22 2.822 -1.885 -7.731
C11 3.124 -3.780 2.671
C12 3.185 -3.968 4.042
C13 2.780 -3.023 4.969
C14 2.183 -1.847 4.556
C15 2.184 -1.663 3.217
C16 2.486 -2.574 2.295
O11 2.296 -2.291 0.935
O12 2.945 -3.278 6.338
H23 3.536 -4.500 1.951
H24 3.442 -4.919 4.384
H25 1.964 -1.139 5.321
H26 1.763 -0.699 2.793
H27 1.719 -1.415 0.854
H28 3.595 -3.986 6.543
C17 -2.067 5.116 4.227
C18 -1.082 4.647 3.270
C19 -1.413 4.102 2.078
C20 -2.783 3.974 1.781
C21 -3.782 4.615 2.531
C22 -3.411 5.083 3.886
O13 -4.249 5.625 4.708
O14 -0.456 3.712 1.190
H29 -1.610 5.460 5.165
H30 -0.076 4.813 3.461
H31 -2.967 3.411 0.866
H32 -4.691 4.349 2.146
H33 -3.949 5.933 5.621
H34 -0.572 2.843 0.714
C23 3.302 2.327 0.583
C24 3.761 3.516 0.994
C25 5.150 3.701 0.991
C26 6.048 2.768 0.422
C27 5.480 1.601 -0.019
C28 4.047 1.295 0.033
O15 3.683 0.055 -0.300
O16 5.685 4.919 1.298
H35 2.382 1.950 0.670
H36 2.931 4.096 1.594
H37 7.212 2.771 0.282
H38 6.233 0.933 -0.328
H39 2.893 -0.179 -0.009
H40 5.302 5.798 0.815
C29 0.691 2.554 -2.960
C30 1.638 2.984 -3.857
C31 1.134 3.345 -5.110
C32 -0.192 3.190 -5.418
C33 -1.112 2.812 -4.461
C34 -0.641 2.513 -3.176
O17 -1.497 2.200 -2.206
O18 2.026 3.790 -6.038
H41 1.071 2.336 -2.037
H42 2.701 2.705 -3.652
H43 -0.462 3.488 -6.406
H44 -2.088 2.869 -4.815
H45 -1.133 1.838 -1.223
H46 2.824 4.279 -5.803
C35 -2.569 -6.497 0.949
C36 -2.898 -5.232 0.945
C37 -1.973 -4.194 0.616
C38 -0.639 -4.495 0.387
C39 -0.310 -5.813 0.400
C40 -1.307 -6.887 0.558
O19 -0.950 -8.154 0.424
O20 -2.360 -2.821 0.877
H47 -3.217 -7.387 1.257
H48 -3.945 -5.057 1.298
H49 0.082 -3.746 0.164
H50 0.709 -6.212 0.150
H51 -0.037 -8.494 0.229
H52 -1.675 -2.077 0.257

E_LUMO ... -0.206 eV
Electronic energy ... -94510.5047 eV
Highest occupied orbital energy ... -7.30 eV
HOMO-LUMO gap ... 7.10 eV
Relative energy (zero: lowest compared OMol25 entry of this formula, charge and spin) ... 27.98 kcal per mole